Density functional theory data (wB97M-V/def2-TZVPD) for a structure of composition C27H48DyF2N5O6P.

Geometry as ORCA input:
```
! RIJCOSX wB97M-V def2-TZVPD def2/J DEFGRID3
* xyz 1 6
Dy 0.07502 0.67619 0.93885
N 1.38477 -1.27099 1.01912
C 2.34240 -1.76647 2.04670
C 1.70221 -2.41157 3.23695
C 0.68011 -1.56344 3.98695
C 1.00175 -0.12090 4.38540
N 0.46248 0.95501 3.48816
H 0.72408 -2.07192 0.72652
H 1.95806 -1.17500 0.13151
H 3.01124 -0.92728 2.30165
H 3.08390 -2.47347 1.51247
H 2.51776 -2.75294 3.90813
H 1.25952 -3.34684 2.88302
H 0.49754 -2.10597 4.96665
H -0.27518 -1.56869 3.37834
H 2.08874 -0.01860 4.57990
H 0.54952 0.06584 5.38806
H 0.94563 1.82596 3.76954
H -0.52322 1.18223 3.69221
C -5.88595 0.70744 0.51986
C -4.88272 0.79094 -0.61369
C -5.12074 2.07304 -1.39515
C -4.92205 -0.42526 -1.57539
O -3.51028 0.96184 -0.11793
P -2.64576 -0.15490 0.56302
O -1.91875 0.39660 1.81517
O -1.44387 -0.59260 -0.34026
O -3.67588 -1.28198 0.89606
C -3.41715 -2.73491 1.16097
C -2.63373 -2.71395 2.48760
C -4.84107 -3.28710 1.31529
C -2.76887 -3.38958 -0.06104
H -6.87903 0.83715 0.06090
H -5.60798 1.47372 1.23572
H -5.86787 -0.25072 0.97689
H -6.05624 2.04364 -1.94181
H -4.35165 2.26674 -2.13893
H -5.16892 2.93582 -0.73198
H -5.87309 -0.47837 -2.10601
H -4.84273 -1.35097 -1.02573
H -4.09691 -0.36292 -2.28232
H -3.25770 -2.30471 3.26190
H -1.69870 -2.14550 2.38270
H -2.30453 -3.71664 2.81532
H -5.46501 -2.70426 1.96517
H -4.78148 -4.27471 1.73873
H -5.37670 -3.33582 0.35356
H -1.79793 -3.03887 -0.30800
H -3.38964 -3.13931 -0.95027
H -2.70471 -4.46479 0.02230
C -0.58977 3.24695 -1.53980
O -0.63805 1.98352 -0.80726
H -1.57521 3.56863 -1.84681
H 0.02814 3.13420 -2.44135
H -0.10333 3.98085 -0.87930
H -1.08224 1.27996 -1.35235
C 4.02727 -3.70074 -5.15851
C 4.29764 -2.37407 -4.49779
C 5.20785 -2.23427 -3.43200
C 5.22671 -1.03029 -2.77123
C 4.40007 0.05846 -3.11391
N 4.30137 1.20767 -2.32703
C 4.02483 2.45682 -2.78302
O 3.89664 2.71942 -4.00603
N 4.00522 3.49071 -1.89972
C 3.61276 3.28261 -0.55551
C 4.42519 3.63789 0.51546
C 4.00482 3.28392 1.80661
C 2.83702 2.48632 1.98704
N 2.09263 2.09099 0.94583
C 2.39063 2.55982 -0.30294
C 3.56997 -0.07525 -4.27199
C 3.56652 -1.26327 -4.95211
H 3.78178 -4.47265 -4.43519
H 4.88359 -4.01219 -5.78145
H 3.21021 -3.52486 -5.89057
H 5.91890 -3.05315 -3.23700
H 5.93530 -0.88067 -1.97902
H 4.64296 1.02518 -1.34705
H 3.87342 4.39374 -2.36579
H 5.29646 4.21845 0.28263
H 4.54818 3.52426 2.70117
H 2.46966 2.25972 2.94735
H 1.79488 2.16878 -1.11570
H 3.08727 0.84014 -4.62935
H 2.93058 -1.35136 -5.83045
F -3.69665 3.32119 2.24788
C -2.67871 3.92880 2.90066
F -1.55337 3.36667 2.27979
H -2.66976 4.98688 2.61307
*
```

Computed properties:
**Max |F|**: 4.20 eV/A
**ΔE to the lowest compared entry with this formula, charge and spin**: 73.3 kcal per mole
**Gap between HOMO and LUMO (spin up / spin down)**: 6.013 / 5.176 eV
**E_LUMO (spin up / spin down)**: -2.530 / -3.167 eV

***

Density functional theory data (wB97M-V/def2-TZVPD) for a cluster of 3 separate species, C4H15NO2S in total.

Geometry as ORCA input:
```
! RIJCOSX wB97M-V def2-TZVPD def2/J DEFGRID3
* xyz 0 1
C 0.21890 1.23067 1.86427
S 1.47437 1.68711 0.66256
C 1.60121 0.57778 -0.74448
C 0.47221 -0.42109 -0.92751
C 0.79059 -1.80100 -0.28929
N 1.42506 -2.71300 -1.23609
H 0.66494 1.28627 2.84148
H -0.20218 0.23804 1.96115
H -0.67636 1.95438 1.88599
H 2.49381 -0.07203 -0.63091
H 1.72708 1.23242 -1.63285
H 0.44504 -0.72810 -2.01931
H -0.57668 -0.14034 -0.91962
H 1.41831 -1.67872 0.65432
H -0.13692 -2.28294 0.13783
H 0.82159 -3.27676 -1.80021
H 2.25343 -2.36109 -1.68944
O -3.30744 1.62331 0.04240
H -3.47535 0.91456 -0.58571
H -2.93385 1.17187 0.80551
O -2.64796 -1.31396 -0.09948
H -2.75051 -2.02226 0.55899
H -3.59126 -1.25261 -0.32786
*
```

Computed properties:
**Max |F|**: 2.86 eV/A
**ΔE to the lowest compared entry with this formula, charge and spin**: 37.8 kcal per mole
**Gap between HOMO and LUMO**: 8.361 eV
**E_LUMO**: 0.143 eV

***

Density functional theory data (wB97M-V/def2-TZVPD) for a cluster of 3 separate species, C24H44FIN2O5 in total.

Geometry as ORCA input:
```
! RIJCOSX wB97M-V def2-TZVPD def2/J DEFGRID3
* xyz 0 3
O 2.88440 3.58528 5.95236
C 2.09542 3.16134 5.18391
O 1.90456 1.86192 4.85312
C 1.54515 1.84887 3.46098
C 1.07298 3.30509 3.19167
I -1.00442 3.36564 2.66637
C 1.91772 4.11430 2.21327
C 1.95081 3.68369 0.74247
C 2.92591 2.55569 0.40309
F 3.97491 3.04083 -0.36539
O 1.19388 3.91129 4.48071
H 0.77692 1.09604 3.33239
H 2.43456 1.61123 2.88207
H 1.53620 5.13523 2.27868
H 2.94278 4.13945 2.60742
H 0.95237 3.43501 0.37670
H 2.30175 4.54626 0.17191
H 3.37794 2.13759 1.30349
H 2.42608 1.77310 -0.16631
C -2.32864 0.32567 -3.72064
C -1.24942 1.38909 -3.45566
C -0.59508 1.84818 -4.76435
C 0.32954 0.80307 -5.38479
C 1.37261 0.32394 -4.37859
C 0.76274 -0.17469 -3.06558
N -0.17826 0.87126 -2.54076
O 0.40821 1.79292 -1.87849
C 0.05451 -1.52127 -3.23851
C 1.86066 -0.38795 -2.02848
C -1.92596 2.56988 -2.76661
H -3.28207 0.82229 -3.90105
H -2.11962 -0.28984 -4.59267
H -2.45299 -0.32985 -2.85867
H -0.02076 2.75808 -4.56440
H -1.39041 2.11956 -5.46385
H -0.24763 -0.04240 -5.76903
H 0.83520 1.24096 -6.24754
H 1.97393 -0.48402 -4.80287
H 2.05721 1.14786 -4.15408
H -0.48777 -1.76342 -2.32472
H 0.80847 -2.29350 -3.39587
H -0.63068 -1.56941 -4.07996
H 2.47924 0.49823 -1.90898
H 2.49857 -1.20697 -2.36522
H 1.43006 -0.66156 -1.06515
H -2.34646 2.26830 -1.80586
H -2.73705 2.92440 -3.40463
H -1.23425 3.38998 -2.59562
C -3.06657 -1.91273 2.27369
C -2.17469 -2.63489 1.25006
C -1.97545 -4.10728 1.62965
C -1.05699 -4.30930 2.83328
C 0.28085 -3.59908 2.63577
C 0.13033 -2.11429 2.28875
N -0.82407 -1.98970 1.13871
O -0.27194 -2.18981 0.00386
C -0.34237 -1.31344 3.50625
C 1.47077 -1.53018 1.85425
C -2.85873 -2.53216 -0.10975
H -4.10959 -2.02001 1.97694
H -2.97970 -2.31683 3.27993
H -2.84193 -0.84674 2.30859
H -1.55177 -4.63249 0.76807
H -2.95856 -4.54589 1.81949
H -1.54156 -3.96327 3.75017
H -0.87920 -5.37726 2.97099
H 0.89449 -3.68028 3.53657
H 0.83210 -4.09048 1.82835
H -0.59288 -0.29099 3.21938
H 0.46880 -1.27395 4.23438
H -1.20209 -1.74419 4.00894
H 1.91938 -2.10031 1.04530
H 2.15073 -1.54311 2.70800
H 1.35156 -0.49760 1.51876
H -2.95113 -1.48903 -0.41822
H -3.85917 -2.95921 -0.02655
H -2.31444 -3.07213 -0.87989
*
```

Computed properties:
**Max |F|**: 0.84 eV/A
**Gap between HOMO and LUMO (spin up / spin down)**: 8.316 / 9.531 eV
**E_LUMO (spin up / spin down)**: 0.225 / 0.200 eV

***

Question: The highest max |F| belongs to which entry?
Answer: C27H48DyF2N5O6P